Entry 1:
Density functional theory data (the ωB97M-V functional and the def2-TZVPD basis) for a 2-piece molecular cluster, C2H4N2O3S overall at a distorted geometry.

The geometry in XYZ format:
```
12
Properties=species:S:1:pos:R:3:forces:R:3
C 0.071 0.641 0.825 0.82 0.91 -3.50
C -0.418 -2.254 -0.910 0.99 0.60 1.29
H 0.417 3.395 0.792 3.06 -3.09 -3.74
H 0.294 1.203 -1.209 -0.30 -0.22 -1.35
H -0.697 -1.201 0.947 0.31 -1.70 0.90
H -0.280 -2.728 -1.849 0.07 -0.37 -1.05
N 0.420 1.447 -0.273 1.16 2.15 4.05
N -0.614 -0.469 0.309 1.07 4.40 -1.24
O 1.157 2.704 -0.120 -4.39 0.35 3.60
O -0.012 -0.840 -1.016 -2.89 -4.15 3.28
O -0.750 -2.812 0.115 0.46 0.88 -2.43
S 0.412 0.915 2.390 -0.35 0.26 0.19
```
Forces are in eV/Å.

## Properties
- HOMO: -0.332 Eh
- Energy: -811.8166 Ha
- Charge: 0
- HOMO-LUMO gap: 9.023 eV
- Energy above the lowest of the compared OMol25 structures with the same formula, charge and spin: 596.8 kJ/mol

Atomic partial charges in e from the Mulliken method, atoms 1 to 6:
1. C 0.257
2. C 0.126
3. H 0.371
4. H 0.224
5. H 0.352
6. H 0.391


Entry 2:
Density functional theory data (the ωB97M-V functional and the def2-TZVPD basis) for one molecule with the formula C2H4N2O4 at a distorted geometry.

The geometry in XYZ format:
```
12
Properties=species:S:1:pos:R:3:forces:R:3
C 0.712 0.446 -0.095 1.83 5.73 -2.38
C -2.251 -0.142 -0.406 -1.62 -1.99 -1.44
H 2.514 -0.271 -1.252 0.42 -1.26 3.30
H 0.978 -1.033 1.121 3.47 0.96 -2.49
H -0.084 0.518 1.726 -1.02 0.72 0.06
H -3.275 0.316 -0.771 1.92 -0.87 0.63
N 1.668 -0.316 0.503 -3.88 -1.18 1.00
N -0.407 0.247 0.802 -0.61 0.96 -1.37
O 2.708 -0.712 -0.283 0.48 0.71 -3.12
O 0.967 1.402 -1.038 -2.00 -6.13 4.64
O -1.677 0.820 0.384 1.93 -1.57 0.11
O -1.853 -1.277 -0.691 -0.92 3.92 1.05
```
Forces are in eV/Å.

## Properties
- HOMO: -0.360 Eh
- Energy: -488.8936 Ha
- Charge: 0
- HOMO-LUMO gap: 10.026 eV
- SMILES: O=CONC(=O)NO
- Energy above the lowest of the compared OMol25 structures with the same formula, charge and spin: 471.6 kJ/mol

Atomic partial charges in e from the Mulliken method, atoms 1 to 6:
1. C 0.408
2. C 0.256
3. H 0.383
4. H 0.404
5. H 0.352
6. H 0.274